8
Properties=species:S:1:pos:R:3:forces:R:3:mulliken_charge:R:1 method="wB97M-V/def2-TZVPD" total_energy_ev=-30233.3272 e_homo_ha=-0.3582 lumo_energy_ev=-0.18 relative_energy_ev=1.9672 spin_multiplicity=1 orbital_gap_ev=9.563 smiles="O=C1CC1(Cl)Cl" molar_mass_g_mol=124.95 charge=0
C -0.520035 0.939598 0.103471 0.1 -0.6 -0.6 0.47
O -1.076433 1.997449 0.165963 1.1 -1.2 -0.1 -0.43
Cl 0.759560 -0.440221 -2.044946 -0.4 0.0 0.0 -0.16
C -0.517015 -0.523671 0.432172 -0.2 1.5 1.5 -0.66
C 0.656228 0.016810 -0.362869 1.0 1.1 1.1 0.43
H -1.032534 -1.168459 -0.197962 -1.5 -1.2 -0.6 0.29
Cl 2.286066 -0.096055 0.366962 -0.6 0.5 0.0 -0.18
H -0.555837 -0.725451 1.537210 0.7 -0.1 -1.3 0.25